(1)
A cluster of 14 separate species, H28O14 in total at a distorted geometry, computed with ωB97M-V/def2-TZVPD.

Each line ends with the Löwdin charge.
CARTESIAN COORDINATES (ANGSTROEM)
O  -9.3540  -2.9280  13.7470  -0.04
H  -9.8420  -2.3280  13.2320  0.07
H  -8.6450  -2.3500  14.1380  0.03
O  -10.1130  -5.1680  11.8020  -0.04
H  -10.5670  -5.7280  11.1570  0.07
H  -9.8940  -5.8460  12.4260  0.00
O  -11.3780  -3.4580  15.3350  -0.08
H  -11.8640  -4.1910  14.8990  0.05
H  -10.6320  -3.3540  14.7370  -0.05
O  -4.6760  -4.1680  12.9770  -0.05
H  -4.3820  -4.4750  12.1150  0.02
H  -5.6070  -4.2380  13.0680  -0.05
O  -7.4520  -4.5520  13.0500  -0.03
H  -8.1350  -3.9700  13.3070  -0.05
H  -7.5710  -4.6350  12.1050  0.03
O  -8.5510  -6.1570  9.0580  -0.06
H  -8.7500  -6.8920  9.6580  0.04
H  -7.7880  -5.6820  9.3780  -0.03
O  -6.0730  -1.4960  12.8100  -0.05
H  -6.4380  -1.9340  13.5800  -0.02
H  -5.9020  -0.5720  13.0400  0.04
O  -9.5080  -6.2290  14.2880  -0.01
H  -9.8260  -6.9970  14.6830  0.04
H  -9.2980  -5.5420  14.9170  0.06
O  -8.3910  -3.3570  10.6770  -0.05
H  -8.4810  -2.5240  11.1480  0.04
H  -9.0560  -3.9230  11.0720  -0.02
O  -7.3940  -7.8120  13.0470  -0.03
H  -7.1470  -8.4590  13.7410  0.09
H  -7.8060  -7.1070  13.4910  -0.04
O  -5.9430  -4.9120  9.6590  -0.04
H  -5.8700  -3.9880  9.9260  0.06
H  -5.2820  -4.9920  8.9690  0.07
O  -5.3210  -7.0970  11.5230  -0.05
H  -6.0910  -7.2470  12.0610  -0.04
H  -5.5380  -6.3270  11.0230  -0.04
O  -6.4230  -6.3420  15.6170  0.01
H  -6.7940  -5.5980  15.2230  -0.02
H  -6.7640  -7.1260  15.2270  -0.01
O  -7.5220  -1.6750  15.1190  -0.02
H  -7.8630  -0.8350  14.7790  0.09
H  -7.7740  -1.6860  16.0450  0.10

As for the LUMO energy: -0.535 eV. Its frontier orbital gap is 9.26 eV. As for the total charge: 0. For the relative energy (zero: lowest compared OMol25 entry of this formula, charge and spin), the calculation gives 49.7 kcal per mole. The spin multiplicity is 1.

(2)
A cluster of 14 separate species, H28O14 in total at a distorted geometry, computed with ωB97M-V/def2-TZVPD.

Each line ends with the Löwdin charge.
CARTESIAN COORDINATES (ANGSTROEM)
O  4.1262  -0.2540  -1.0172  -0.07
H  3.5875  -0.6070  -0.3380  -0.07
H  4.8978  -0.1043  -0.4593  0.03
O  0.4740  -2.3214  1.4740  -0.12
H  0.2655  -2.7901  0.5565  0.07
H  -0.1672  -2.6635  2.0992  0.00
O  -3.7376  2.4626  2.5774  -0.13
H  -3.2623  1.5137  2.5419  0.06
H  -4.2832  2.2583  1.8084  0.01
O  1.5296  3.3287  1.3698  -0.03
H  1.4836  2.9834  2.2276  -0.03
H  0.7066  3.5428  0.9639  -0.05
O  -2.5415  -2.3929  -4.1026  -0.03
H  -2.5400  -1.7198  -3.4615  -0.01
H  -1.8221  -2.2376  -4.7008  0.02
O  0.8124  -3.9169  -1.0475  -0.05
H  1.6144  -3.8213  -0.6065  0.00
H  1.0062  -4.3332  -1.9365  0.09
O  -0.5217  4.3705  -0.1260  -0.19
H  -1.4293  4.8466  0.2562  0.15
H  0.0421  5.1030  0.4622  0.15
O  -3.1200  0.9238  -1.6090  -0.16
H  -3.6907  1.3348  -2.3109  0.05
H  -2.4804  1.6070  -1.0555  0.12
O  2.2870  -0.8219  0.6577  0.01
H  2.2927  -1.3522  1.3715  -0.02
H  1.9017  0.0233  0.7728  0.05
O  1.3492  -2.0550  -3.7509  -0.06
H  2.2586  -1.6403  -3.8888  0.09
H  1.0003  -1.8331  -2.9343  -0.03
O  -2.7040  -0.3476  2.1315  -0.01
H  -2.3039  -0.0794  1.4029  -0.05
H  -2.0281  -0.9594  2.5914  0.11
O  1.4690  4.4214  -2.0225  -0.12
H  2.0394  3.6393  -2.4965  0.13
H  0.7497  3.9766  -1.5974  -0.05
O  -1.4084  -4.0269  1.2789  -0.08
H  -1.4834  -5.0407  1.1895  0.11
H  -2.1309  -3.6365  0.7974  0.04
O  1.6876  1.0763  3.3618  -0.12
H  1.5049  1.0482  4.3338  0.06
H  2.5688  0.4949  3.2350  0.12

As for the LUMO energy: -0.187 eV. Its frontier orbital gap is 10.49 eV. As for the total charge: 0. For the relative energy (zero: lowest compared OMol25 entry of this formula, charge and spin), the calculation gives 126.5 kcal per mole. The spin multiplicity is 1.

(3)
A cluster of 14 separate species, H28O14 in total at a distorted geometry, computed with ωB97M-V/def2-TZVPD.

Each line ends with the Löwdin charge.
CARTESIAN COORDINATES (ANGSTROEM)
H  0.8533  0.1529  -0.8736  0.04
H  0.4698  0.1272  0.5969  0.04
H  -1.6732  4.0317  -0.2646  0.05
H  -0.5129  3.0892  0.0100  0.02
H  -2.9901  2.4353  0.2902  -0.01
H  -4.3616  3.0719  0.1367  0.04
H  -2.4483  2.2560  -4.2007  0.04
H  -2.0852  1.3630  -3.0256  0.00
H  1.9714  -1.0992  -3.7801  0.05
H  0.5478  -1.0196  -3.2537  0.03
H  0.4388  3.5807  1.2587  0.03
H  0.9186  2.1787  1.5968  0.06
H  2.6083  -4.5509  1.3033  0.06
H  3.6956  -3.6349  0.7660  0.06
H  -1.4842  3.9640  1.7589  -0.01
H  -1.8902  3.8032  3.2147  0.05
H  2.3207  -1.9053  -0.0388  0.00
H  2.8126  -2.0925  -1.4647  0.02
H  -1.0859  -2.2155  3.7223  0.03
H  -1.5946  -0.7839  3.7649  0.03
H  5.2600  -0.5541  0.5559  0.02
H  5.7870  0.5934  -0.2899  0.03
H  -2.8970  -0.6001  -1.1239  0.01
H  -1.5367  -0.0983  -1.5798  0.01
H  0.6333  -2.6348  1.0091  0.04
H  0.8552  -4.1241  1.2164  0.06
H  -3.1053  -2.9995  -0.2756  0.06
H  -2.5677  -2.9698  -1.6969  0.06
O  1.1841  -0.1069  -0.0064  -0.03
O  -0.7350  4.0255  -0.0438  -0.08
O  -3.9277  2.2176  0.2406  -0.06
O  -1.7024  1.9867  -3.6528  -0.06
O  1.2991  -1.6190  -3.3251  -0.04
O  0.9081  2.8270  0.8836  -0.06
O  2.7662  -3.6428  1.0214  -0.15
O  -2.1037  3.4929  2.3275  -0.05
O  3.1273  -1.9932  -0.5591  -0.07
O  -0.7905  -1.3076  3.8547  -0.06
O  5.0245  0.3234  0.2343  -0.06
O  -2.2461  0.0904  -0.9551  -0.06
O  1.0527  -3.2648  1.6059  -0.09
O  -2.7962  -2.3938  -0.9586  -0.04

As for the LUMO energy: -0.159 eV. Its frontier orbital gap is 8.65 eV. As for the total charge: 0. For the relative energy (zero: lowest compared OMol25 entry of this formula, charge and spin), the calculation gives 140.8 kcal per mole. The spin multiplicity is 1.

(4)
A cluster of 14 separate species, H28O14 in total at a distorted geometry, computed with ωB97M-V/def2-TZVPD.

Each line ends with the Löwdin charge.
CARTESIAN COORDINATES (ANGSTROEM)
H  -0.7640  0.8042  -0.0309  0.05
H  0.0400  -0.3779  -0.3857  0.03
H  -1.4242  1.3022  -2.3929  -0.02
H  -0.6056  1.6711  -3.7167  0.10
H  1.8337  -1.3071  3.4431  0.07
H  2.9722  -0.4673  3.6215  -0.01
H  2.5383  -3.2674  -1.7591  0.05
H  3.4577  -2.4245  -2.3851  -0.02
H  -2.0771  -0.1691  -0.1297  0.08
H  -1.2090  -0.9982  -1.1703  0.01
H  -3.2845  3.7607  0.0641  0.02
H  -2.0135  3.0424  -0.4239  0.03
H  1.1611  3.2415  -2.4969  -0.03
H  2.3651  3.9773  -1.6958  0.05
H  6.0449  -0.0923  -0.4702  0.01
H  4.5572  -0.1400  0.1357  0.00
H  -3.2542  -1.2570  0.4150  -0.05
H  -3.6023  0.2013  0.2082  0.01
H  -4.0002  -3.5644  1.0334  0.07
H  -2.6582  -4.1948  0.7696  0.04
H  2.1700  -1.0571  1.2334  0.02
H  3.4919  -1.9119  0.9704  0.08
H  0.8184  4.1748  2.6847  0.01
H  0.7737  3.2079  1.5268  0.02
H  -1.0356  0.2148  1.8678  0.03
H  -1.7240  1.1364  2.7576  -0.03
H  -1.3202  -2.1802  -2.5526  -0.01
H  -2.6084  -2.6529  -1.8547  0.09
O  0.2267  0.5142  -0.0545  -0.06
O  -1.0926  2.0250  -2.8910  -0.06
O  2.8093  -1.3633  3.5713  -0.03
O  2.9200  -2.3879  -1.6687  -0.03
O  -2.0911  -0.8853  -0.8792  -0.10
O  -2.7221  3.0275  0.2434  -0.04
O  1.7085  3.2591  -1.7531  -0.04
O  5.1286  -0.1050  -0.6175  -0.02
O  -3.8426  -0.5881  0.6816  -0.04
O  -3.0409  -3.3466  0.9830  -0.05
O  2.5686  -1.6886  0.5937  -0.12
O  0.2536  3.5979  2.2212  -0.03
O  -1.7416  0.2566  2.5753  -0.01
O  -1.7274  -2.9879  -2.2724  -0.08

As for the LUMO energy: -0.136 eV. Its frontier orbital gap is 10.39 eV. As for the total charge: 0. For the relative energy (zero: lowest compared OMol25 entry of this formula, charge and spin), the calculation gives 132.3 kcal per mole. The spin multiplicity is 1.

(5)
A cluster of 14 separate species, H28O14 in total at a distorted geometry, computed with ωB97M-V/def2-TZVPD.

Each line ends with the Löwdin charge.
CARTESIAN COORDINATES (ANGSTROEM)
O  -1.4743  -1.9714  -2.2054  -0.04
H  -0.5299  -1.8719  -2.1516  -0.02
H  -1.8414  -2.7826  -1.8850  0.01
O  -4.0043  -0.0957  0.8456  -0.06
H  -3.2867  -0.6896  0.4980  0.03
H  -4.4010  -0.6092  1.5675  0.06
O  -0.4811  -4.0310  -0.3933  -0.03
H  -0.0757  -3.2162  -0.0418  0.02
H  -0.7386  -4.5679  0.3269  0.03
O  1.6955  -2.1349  0.9739  -0.01
H  2.5139  -2.0835  1.4931  0.07
H  1.1616  -1.4670  1.3417  -0.01
O  -2.2716  1.3394  -1.3625  -0.06
H  -1.4804  0.9077  -0.9877  -0.03
H  -1.8617  1.7790  -2.1035  0.02
O  3.1318  2.5455  1.3322  -0.09
H  2.9825  3.2662  0.6663  0.06
H  2.2441  2.3086  1.6869  -0.01
O  0.8541  1.5156  2.2351  -0.03
H  0.2469  2.1615  2.5812  0.08
H  1.0351  0.9113  2.9785  0.10
O  -1.9237  0.9548  2.1057  -0.04
H  -1.5233  0.2212  2.5816  0.02
H  -2.7269  0.6127  1.7235  -0.04
O  1.1496  1.8276  -2.6798  -0.03
H  0.3792  1.3562  -2.9513  0.03
H  1.4910  1.3081  -1.9515  -0.03
O  2.7091  0.8348  -0.7531  -0.04
H  2.5759  1.4234  -0.0278  -0.02
H  3.4664  0.2835  -0.5361  0.08
O  -0.1745  0.1569  -0.1743  -0.04
H  -0.7361  -0.5267  0.1319  -0.02
H  0.1619  0.5810  0.6149  0.01
O  1.3717  -1.6188  -1.9452  -0.05
H  1.8820  -1.1410  -2.6229  0.07
H  1.4655  -0.9594  -1.2632  -0.03
O  0.6762  3.4068  -0.3888  -0.02
H  1.5284  3.7160  -0.6673  0.02
H  0.5519  2.7696  -1.0618  -0.03
O  -1.8913  -1.7616  0.6939  -0.03
H  -1.8946  -2.5349  0.1887  0.01
H  -1.9569  -2.1244  1.5869  0.10

As for the LUMO energy: -0.725 eV. Its frontier orbital gap is 9.32 eV. As for the total charge: 0. For the relative energy (zero: lowest compared OMol25 entry of this formula, charge and spin), the calculation gives 45.3 kcal per mole. The spin multiplicity is 1.

(6)
A structure of composition H28O18S at a distorted geometry, computed with ωB97M-V/def2-TZVPD.

Each line ends with the Löwdin charge.
CARTESIAN COORDINATES (ANGSTROEM)
S  0.2430  0.2256  -0.2097  0.49
O  0.3584  -1.1605  0.2835  -0.32
O  0.8259  1.1951  0.7434  -0.36
O  0.9313  0.3500  -1.4918  -0.33
O  -1.1720  0.5620  -0.3491  -0.33
O  -0.7749  -4.2447  0.9010  -0.05
H  -0.1899  -4.8057  1.4731  0.10
H  -1.1595  -3.5438  1.2838  -0.10
O  -0.2052  -3.1508  -1.0671  -0.05
H  0.0187  -2.2050  -0.7787  0.01
H  -0.0195  -3.5860  -0.3491  -0.14
O  -0.7989  2.2462  2.5448  -0.11
H  -1.5549  2.4251  1.9886  -0.01
H  -0.0401  1.6845  2.1349  0.05
O  2.1810  3.4051  0.8324  -0.10
H  3.0592  2.9267  0.8845  0.06
H  1.6469  2.5850  0.9060  -0.03
O  1.1809  0.1249  -3.9612  -0.05
H  0.3919  -0.1059  -4.2807  -0.08
H  1.0499  0.1804  -2.9658  -0.03
O  2.8095  0.1714  1.9076  -0.02
H  2.0025  0.6525  1.8087  -0.02
H  3.1060  0.6171  2.6752  0.03
O  1.8474  -2.1990  1.2992  -0.10
H  1.9076  -1.3929  1.8321  0.00
H  1.3767  -1.7902  0.5714  -0.15
O  3.5466  0.3795  -1.9691  -0.08
H  2.5345  0.6121  -1.6364  0.08
H  3.6359  1.2518  -2.0576  -0.08
O  -2.3451  2.8207  -0.0973  -0.04
H  -1.9363  2.0184  -0.2435  -0.09
H  -2.0188  3.4522  -0.7769  0.06
O  0.9502  2.9296  -2.2512  0.03
H  1.3214  3.2006  -1.4243  0.01
H  0.6785  2.1297  -2.0975  -0.11
O  -0.9205  -2.3607  2.2153  -0.07
H  -1.4791  -1.5786  2.4014  0.02
H  -0.3639  -2.0849  1.4699  0.01
O  -2.7405  -0.3580  2.5814  -0.07
H  -2.8776  -0.5874  1.6704  -0.02
H  -2.1892  0.4477  2.7959  0.06
O  -1.6053  -0.5828  -3.1801  -0.17
H  -1.1166  -0.3673  -2.2078  0.10
H  -2.6290  -0.5782  -3.0758  0.07
O  -3.4606  -0.5091  -0.1016  0.04
H  -3.3700  -1.3127  -0.3170  -0.07
H  -2.6364  -0.0898  -0.3149  -0.03

As for the LUMO energy: 4.994 eV. Its frontier orbital gap is 8.64 eV. As for the total charge: -2. For the relative energy (zero: lowest compared OMol25 entry of this formula, charge and spin), the calculation gives 185.4 kcal per mole. The spin multiplicity is 1.